# 1
Formula: C17H30FeN7OS2
Source: the Open Molecules 2025 dataset
Level of theory: ωB97M-V/def2-TZVPD

```
58
C17H30FeN7OS2, DFT ωB97M-V/def2-TZVPD
Fe -0.228 0.853 -0.861
C -1.826 6.530 0.742
C -2.520 5.235 1.137
N -2.553 4.259 0.058
C -1.520 3.444 -0.230
S -1.685 2.489 -1.704
N -0.471 3.469 0.562
N 0.439 2.512 0.197
C 1.696 2.753 0.249
C 2.288 4.031 0.734
C 2.534 1.666 -0.339
C 3.920 1.690 -0.310
C 4.629 0.662 -0.911
C 3.938 -0.367 -1.527
C 2.555 -0.328 -1.520
N 1.866 0.661 -0.951
H -1.766 7.206 1.595
H -2.366 7.040 -0.056
H -0.813 6.325 0.396
H -3.553 5.420 1.435
H -2.011 4.772 1.981
H -3.249 4.355 -0.661
H 1.584 4.529 1.396
H 2.481 4.693 -0.114
H 3.227 3.874 1.259
H 4.439 2.503 0.173
H 5.710 0.669 -0.898
H 4.452 -1.186 -2.008
H 1.966 -1.119 -1.962
C 2.356 -5.687 1.651
N 1.564 -4.504 1.385
C 1.285 -4.002 0.171
S 0.325 -2.607 0.057
N 1.800 -4.654 -0.882
C 1.578 -4.309 -2.271
H 2.345 -5.875 2.720
H 3.397 -5.559 1.343
H 1.936 -6.565 1.156
H 1.206 -3.964 2.153
H 2.398 -5.445 -0.701
H 0.724 -3.641 -2.329
H 1.364 -5.211 -2.843
H 2.453 -3.819 -2.702
C -3.004 -1.147 2.074
N -3.265 -1.486 0.675
C -4.326 -2.431 0.339
C -2.475 -0.952 -0.241
C -2.648 -1.285 -1.687
O -1.552 -0.183 0.143
H -3.760 -1.621 2.692
H -3.043 -0.068 2.213
H -2.014 -1.498 2.365
H -4.724 -2.840 1.262
H -3.938 -3.255 -0.258
H -5.139 -1.941 -0.197
H -3.653 -1.607 -1.940
H -1.944 -2.082 -1.933
H -2.410 -0.400 -2.280
```

Values from the calculation:
**Highest occupied orbital energy (alpha / beta)**: -0.382 / -0.384 Ha
**Net charge**: +1
**Frontier orbital gap (alpha / beta)**: 7.66 / 7.44 eV
**Maximum force**: 0.0066 Eh/bohr
**Spin multiplicity**: 5
**Relative energy (zero: lowest compared OMol25 entry of this formula, charge and spin)**: 21.90 kcal per mole
**Electronic energy**: -3184.2819 Ha

---

# 2
Formula: C17H30N3O4
Source: the Open Molecules 2025 dataset
Level of theory: ωB97M-V/def2-TZVPD

```
54
C17H30N3O4, DFT ωB97M-V/def2-TZVPD
C 1.983 0.822 2.610
C 1.168 1.758 1.722
C -0.350 1.445 1.643
C -0.629 -0.047 1.807
C -2.013 -0.488 1.397
C -2.143 -1.210 0.216
N -3.339 -1.657 -0.178
C -4.469 -1.447 0.504
C -4.432 -0.753 1.707
C -5.698 -0.563 2.493
C -3.187 -0.269 2.133
C -3.129 0.453 3.446
O -3.160 -0.141 4.477
O -3.070 1.769 3.333
H 2.914 1.276 2.928
H 2.237 -0.104 2.098
H 1.455 0.532 3.520
H 1.327 2.777 2.066
H 1.583 1.697 0.722
H -0.844 2.039 2.402
H -0.687 1.800 0.671
H 0.074 -0.591 1.180
H -0.484 -0.355 2.840
H -1.300 -1.452 -0.409
H -3.373 -2.183 -1.057
H -5.377 -1.838 0.075
H -5.533 0.151 3.291
H -5.986 -1.497 2.971
H -6.524 -0.255 1.859
H -3.010 2.137 4.231
C -1.322 -2.963 -4.947
C -1.324 -3.053 -3.444
O -2.211 -2.522 -2.774
N -0.323 -3.737 -2.855
C 0.796 -4.419 -3.488
H -2.185 -2.386 -5.261
H -0.419 -2.465 -5.300
H -1.382 -3.956 -5.391
H -0.383 -3.768 -1.849
H 0.775 -5.478 -3.233
H 1.736 -3.995 -3.133
H 0.750 -4.317 -4.566
C 5.114 3.714 0.593
C 4.535 2.591 -0.233
O 3.843 1.714 0.267
N 4.810 2.586 -1.560
C 5.605 3.536 -2.319
H 4.806 3.577 1.625
H 6.203 3.706 0.548
H 4.747 4.680 0.243
H 4.397 1.811 -2.054
H 4.994 3.994 -3.099
H 6.444 3.025 -2.793
H 5.991 4.318 -1.675
```

Values from the calculation:
**Highest occupied orbital energy**: -0.419 Ha
**Net charge**: +1
**Frontier orbital gap**: 7.80 eV
**Maximum force**: 0.0193 Eh/bohr
**Electronic energy**: -1130.8464 Ha

---

# 3
Formula: C17H30N4OP2W
Source: the Open Molecules 2025 dataset
Level of theory: ωB97M-V/def2-TZVPD

```
55
C17H30N4OP2W, DFT ωB97M-V/def2-TZVPD
W -0.073 0.000 0.050
P 2.368 -0.346 -1.075
P -2.225 0.627 1.065
N -0.676 0.103 -1.724
H 0.070 -1.698 0.378
C 3.027 -2.052 -1.242
H 3.999 -2.038 -1.743
H 2.328 -2.651 -1.836
H 3.136 -2.513 -0.255
C 3.739 0.589 -0.314
H 4.674 0.345 -0.821
H 3.817 0.357 0.751
H 3.533 1.657 -0.425
C 2.400 0.238 -2.812
H 3.404 0.117 -3.232
H 2.123 1.298 -2.855
H 1.685 -0.327 -3.423
C -3.132 -0.804 1.686
H -4.059 -0.448 2.136
H -2.651 -1.358 2.489
H -3.274 -1.525 0.871
C -1.982 1.759 2.450
H -2.966 1.885 2.895
H -1.590 2.712 2.090
H -1.305 1.385 3.208
C -3.299 1.433 -0.131
H -4.210 1.635 0.436
H -3.473 0.747 -0.969
H -2.818 2.354 -0.477
C -1.188 0.276 -3.023
C -2.129 -0.649 -5.092
C -1.607 -0.847 -3.811
C -1.310 1.588 -3.587
C -1.837 1.759 -4.867
C -2.243 0.645 -5.611
H -2.443 -1.513 -5.670
H -1.503 -1.843 -3.364
H -0.977 2.433 -2.976
H -1.926 2.764 -5.269
H -2.653 0.788 -6.607
C 1.677 -0.150 2.697
O 1.502 0.732 1.781
C 2.179 -1.553 2.408
H 2.306 -2.118 3.330
H 3.150 -1.496 1.901
H 1.480 -2.093 1.783
C 1.928 0.472 4.068
H 1.452 -0.096 4.846
H 1.541 1.473 4.034
H 3.003 0.475 4.243
N -0.670 -0.709 1.979
C -0.472 -0.819 3.243
N -1.092 -1.030 4.308
C -0.564 -0.996 5.488
N -0.177 -0.974 6.596
```

Values from the calculation:
**Highest occupied orbital energy (alpha / beta)**: -0.213 / -0.268 Ha
**Frontier orbital gap (alpha / beta)**: 4.89 / 6.27 eV
**Maximum force**: 0.1726 Eh/bohr
**Spin multiplicity**: 3
**Relative energy (zero: lowest compared OMol25 entry of this formula, charge and spin)**: 51.15 kcal per mole
**Electronic energy**: -1709.6588 Ha

---

# 4
Formula: C17H31BeN3P2
Source: the Open Molecules 2025 dataset
Level of theory: ωB97M-V/def2-TZVPD

```
54
C17H31BeN3P2, DFT ωB97M-V/def2-TZVPD
P -0.612 2.274 2.814
P -1.862 0.084 0.186
C -2.122 2.351 1.774
C -2.818 1.033 1.426
H -1.765 2.836 0.855
H -2.830 3.049 2.255
H -2.954 0.392 2.304
H -3.795 1.263 0.986
C -2.474 0.907 -1.353
H -2.007 0.408 -2.211
H -2.248 1.975 -1.372
H -3.562 0.806 -1.458
C -3.105 -1.281 -0.052
H -4.031 -0.890 -0.488
H -3.359 -1.743 0.907
H -2.678 -2.031 -0.728
C -0.503 4.014 3.386
H 0.481 4.194 3.834
H -1.295 4.243 4.113
H -0.579 4.677 2.507
C -0.922 0.994 4.085
H -1.179 0.057 3.575
H -1.716 1.320 4.769
H 0.002 0.768 4.631
Be 1.191 1.579 2.391
C 1.696 -3.392 -3.969
C 1.078 -2.387 -4.608
C 0.566 -1.084 -4.025
C 1.170 -0.599 -2.680
C 0.430 -0.941 -1.437
C 0.173 -2.160 -0.921
C 0.494 -3.428 -1.666
C 1.821 -3.497 -2.475
C 2.181 2.069 3.684
H 2.179 -4.189 -4.553
H 0.871 -2.444 -5.688
H -0.544 -1.048 -3.984
H 0.854 -0.296 -4.750
H 2.228 -0.887 -2.596
H 1.161 0.508 -2.747
H 0.304 -0.056 -0.767
H -0.362 -2.286 0.039
H -0.330 -3.679 -2.345
H 0.555 -4.260 -0.944
H 2.543 -2.773 -2.091
H 2.232 -4.497 -2.290
H 3.216 1.742 3.566
H 1.856 1.725 4.662
H 2.167 3.160 3.622
N 2.092 1.224 1.159
C 3.151 0.948 0.724
N 4.288 0.622 0.239
C 4.307 -0.293 -0.717
N 4.365 -1.080 -1.579
```

Values from the calculation:
**Highest occupied orbital energy**: -0.311 Ha
**Frontier orbital gap**: 8.70 eV
**Maximum force**: 0.0402 Eh/bohr
**Relative energy (zero: lowest compared OMol25 entry of this formula, charge and spin)**: 11.50 kcal per mole
**Electronic energy**: -1528.0154 Ha

---

# 5
Formula: C17H31Br2Cl6F8LiMgN2O13PS
Source: the Open Molecules 2025 dataset
Level of theory: ωB97M-V/def2-TZVPD

```
83
C17H31Br2Cl6F8LiMgN2O13PS, DFT ωB97M-V/def2-TZVPD
O 1.153 3.140 6.137
N 1.435 1.972 6.355
O 1.371 1.235 5.225
C 0.018 0.658 5.035
C -0.707 1.549 3.842
N -1.463 2.758 4.355
C -2.208 2.511 5.670
C -2.178 0.905 6.084
O -0.765 0.555 6.275
H 0.185 -0.456 4.648
H -1.397 0.835 3.194
H 0.170 1.908 3.126
H -2.132 3.046 3.579
H -0.852 3.590 4.526
H -3.293 2.941 5.555
H -1.655 3.071 6.564
H -2.742 0.291 5.264
H -2.744 0.702 7.108
C -5.251 -2.280 0.778
C -4.493 -1.859 2.047
C -4.391 -0.355 2.267
F -3.731 0.270 1.266
F -3.699 -0.083 3.405
F -3.266 -2.447 2.049
F -5.162 -2.401 3.114
O -4.448 -2.593 -0.363
C -4.045 -1.474 -1.152
C -2.527 -1.257 -1.148
F -2.051 -1.073 0.110
F -2.188 -0.147 -1.857
F -4.737 -0.379 -0.755
F -4.468 -1.743 -2.417
H -5.756 -3.225 1.018
H -6.068 -1.592 0.530
H -5.381 0.099 2.367
H -2.007 -2.117 -1.582
Br -2.968 1.555 -2.987
Li -0.268 -0.796 -1.933
O 0.231 2.888 -4.883
S 0.332 1.517 -5.415
O 0.623 0.582 -4.313
O 1.418 1.455 -6.411
O -0.943 1.143 -6.054
C -4.979 0.814 -6.094
Cl -5.182 -0.284 -7.469
Cl -6.438 1.792 -5.858
Cl -4.596 -0.095 -4.622
H -4.145 1.487 -6.310
C 4.821 7.901 6.468
O 6.075 7.248 6.516
P 5.940 5.523 6.487
O 7.316 5.406 7.148
O 6.135 5.534 4.844
C 7.034 6.445 4.235
O 5.806 3.799 6.458
C 4.681 3.297 5.765
H 4.985 8.981 6.458
H 4.280 7.613 5.563
H 4.233 7.636 7.351
H 7.867 6.715 4.886
H 6.493 7.345 3.937
H 7.438 5.984 3.331
H 4.769 3.480 4.690
H 3.765 3.762 6.149
H 4.624 2.216 5.923
Mg -2.738 -0.889 -6.004
C 0.669 -4.834 -6.716
Cl 0.031 -5.782 -5.362
Cl -0.362 -5.021 -8.145
Cl 0.808 -3.125 -6.268
H 1.666 -5.208 -6.959
Br 2.662 2.478 -4.366
C 1.365 -9.757 -7.903
C 1.181 -8.338 -8.466
C 2.555 -7.756 -8.837
O 0.666 -7.586 -7.509
H 1.999 -9.775 -7.007
H 0.402 -10.214 -7.641
H 1.840 -10.405 -8.650
H 0.640 -8.460 -9.415
H 3.234 -7.699 -7.976
H 2.463 -6.747 -9.259
H 3.042 -8.382 -9.594
```

Values from the calculation:
**Highest occupied orbital energy**: -0.100 Ha
**Net charge**: -1
**Frontier orbital gap**: 0.95 eV
**Maximum force**: 0.1870 Eh/bohr
**Relative energy (zero: lowest compared OMol25 entry of this formula, charge and spin)**: 144.71 kcal per mole
**Electronic energy**: -11408.5700 Ha

---

# 6
Formula: C17H31Cl2NO3P2Ti
Source: the Open Molecules 2025 dataset
Level of theory: ωB97M-V/def2-TZVPD

```
57
C17H31Cl2NO3P2Ti, DFT ωB97M-V/def2-TZVPD
Ti 0.056 0.528 0.018
P -0.678 0.487 2.707
P 0.787 0.239 -2.611
N -1.253 -0.534 -0.487
H -0.139 -0.320 1.443
C -2.154 1.513 3.097
H -2.438 1.555 4.159
H -3.037 1.153 2.560
H -1.996 2.551 2.789
C 0.593 0.916 3.936
H 0.279 0.898 4.979
H 0.961 1.922 3.756
H 1.441 0.245 3.855
C -1.199 -1.242 3.084
H -1.509 -1.487 4.115
H -0.352 -1.896 2.815
H -2.008 -1.491 2.369
C -0.078 1.242 -3.859
H 0.302 1.046 -4.871
H 0.044 2.305 -3.621
H -1.148 1.005 -3.821
C 2.531 0.698 -2.878
H 2.795 0.599 -3.940
H 3.189 0.057 -2.278
H 2.686 1.736 -2.560
C 0.694 -1.444 -3.296
H 1.141 -1.487 -4.298
H -0.357 -1.752 -3.351
H 1.215 -2.137 -2.623
C -1.943 -1.674 -0.587
C -4.049 -2.871 -0.917
C -3.353 -1.678 -0.773
C -1.270 -2.935 -0.524
C -1.974 -4.122 -0.652
C -3.359 -4.099 -0.850
H -5.125 -2.851 -1.091
H -3.849 -0.706 -0.820
H -0.181 -2.928 -0.409
H -1.431 -5.069 -0.606
H -3.920 -5.046 -0.958
C 0.604 3.505 -0.362
O 0.053 2.391 -0.813
C -0.277 4.225 0.624
H 0.355 4.712 1.375
H -0.947 3.503 1.081
H -0.915 4.968 0.151
C 2.102 3.453 -0.172
H 2.662 3.863 -1.008
H 2.444 2.411 -0.047
H 2.351 4.030 0.723
Cl 4.607 -0.091 0.708
C 3.620 -1.536 1.075
Cl 3.070 -1.628 2.781
C 2.369 -1.478 0.220
O 2.097 -2.459 -0.489
O 1.694 -0.361 0.312
H 4.196 -2.431 0.839
```

Values from the calculation:
**Highest occupied orbital energy**: -0.215 Ha
**Frontier orbital gap**: 4.49 eV
**Maximum force**: 0.1351 Eh/bohr
**Relative energy (zero: lowest compared OMol25 entry of this formula, charge and spin)**: 100.51 kcal per mole
**Electronic energy**: -3399.3432 Ha

---

> Among the records above, which one has the highest maximum force?

C17H31Br2Cl6F8LiMgN2O13PS

---

> Number 4 is which compound?

C17H31BeN3P2

---

Repeat the second record exactly.
Formula: C17H30N3O4
Source: the Open Molecules 2025 dataset
Level of theory: ωB97M-V/def2-TZVPD

```
54
C17H30N3O4, DFT ωB97M-V/def2-TZVPD
C 1.983 0.822 2.610
C 1.168 1.758 1.722
C -0.350 1.445 1.643
C -0.629 -0.047 1.807
C -2.013 -0.488 1.397
C -2.143 -1.210 0.216
N -3.339 -1.657 -0.178
C -4.469 -1.447 0.504
C -4.432 -0.753 1.707
C -5.698 -0.563 2.493
C -3.187 -0.269 2.133
C -3.129 0.453 3.446
O -3.160 -0.141 4.477
O -3.070 1.769 3.333
H 2.914 1.276 2.928
H 2.237 -0.104 2.098
H 1.455 0.532 3.520
H 1.327 2.777 2.066
H 1.583 1.697 0.722
H -0.844 2.039 2.402
H -0.687 1.800 0.671
H 0.074 -0.591 1.180
H -0.484 -0.355 2.840
H -1.300 -1.452 -0.409
H -3.373 -2.183 -1.057
H -5.377 -1.838 0.075
H -5.533 0.151 3.291
H -5.986 -1.497 2.971
H -6.524 -0.255 1.859
H -3.010 2.137 4.231
C -1.322 -2.963 -4.947
C -1.324 -3.053 -3.444
O -2.211 -2.522 -2.774
N -0.323 -3.737 -2.855
C 0.796 -4.419 -3.488
H -2.185 -2.386 -5.261
H -0.419 -2.465 -5.300
H -1.382 -3.956 -5.391
H -0.383 -3.768 -1.849
H 0.775 -5.478 -3.233
H 1.736 -3.995 -3.133
H 0.750 -4.317 -4.566
C 5.114 3.714 0.593
C 4.535 2.591 -0.233
O 3.843 1.714 0.267
N 4.810 2.586 -1.560
C 5.605 3.536 -2.319
H 4.806 3.577 1.625
H 6.203 3.706 0.548
H 4.747 4.680 0.243
H 4.397 1.811 -2.054
H 4.994 3.994 -3.099
H 6.444 3.025 -2.793
H 5.991 4.318 -1.675
```

Values from the calculation:
**Highest occupied orbital energy**: -0.419 Ha
**Net charge**: +1
**Frontier orbital gap**: 7.80 eV
**Maximum force**: 0.0193 Eh/bohr
**Electronic energy**: -1130.8464 Ha

---

Copy entry 3 word for word.
Formula: C17H30N4OP2W
Source: the Open Molecules 2025 dataset
Level of theory: ωB97M-V/def2-TZVPD

```
55
C17H30N4OP2W, DFT ωB97M-V/def2-TZVPD
W -0.073 0.000 0.050
P 2.368 -0.346 -1.075
P -2.225 0.627 1.065
N -0.676 0.103 -1.724
H 0.070 -1.698 0.378
C 3.027 -2.052 -1.242
H 3.999 -2.038 -1.743
H 2.328 -2.651 -1.836
H 3.136 -2.513 -0.255
C 3.739 0.589 -0.314
H 4.674 0.345 -0.821
H 3.817 0.357 0.751
H 3.533 1.657 -0.425
C 2.400 0.238 -2.812
H 3.404 0.117 -3.232
H 2.123 1.298 -2.855
H 1.685 -0.327 -3.423
C -3.132 -0.804 1.686
H -4.059 -0.448 2.136
H -2.651 -1.358 2.489
H -3.274 -1.525 0.871
C -1.982 1.759 2.450
H -2.966 1.885 2.895
H -1.590 2.712 2.090
H -1.305 1.385 3.208
C -3.299 1.433 -0.131
H -4.210 1.635 0.436
H -3.473 0.747 -0.969
H -2.818 2.354 -0.477
C -1.188 0.276 -3.023
C -2.129 -0.649 -5.092
C -1.607 -0.847 -3.811
C -1.310 1.588 -3.587
C -1.837 1.759 -4.867
C -2.243 0.645 -5.611
H -2.443 -1.513 -5.670
H -1.503 -1.843 -3.364
H -0.977 2.433 -2.976
H -1.926 2.764 -5.269
H -2.653 0.788 -6.607
C 1.677 -0.150 2.697
O 1.502 0.732 1.781
C 2.179 -1.553 2.408
H 2.306 -2.118 3.330
H 3.150 -1.496 1.901
H 1.480 -2.093 1.783
C 1.928 0.472 4.068
H 1.452 -0.096 4.846
H 1.541 1.473 4.034
H 3.003 0.475 4.243
N -0.670 -0.709 1.979
C -0.472 -0.819 3.243
N -1.092 -1.030 4.308
C -0.564 -0.996 5.488
N -0.177 -0.974 6.596
```

Values from the calculation:
**Highest occupied orbital energy (alpha / beta)**: -0.213 / -0.268 Ha
**Frontier orbital gap (alpha / beta)**: 4.89 / 6.27 eV
**Maximum force**: 0.1726 Eh/bohr
**Spin multiplicity**: 3
**Relative energy (zero: lowest compared OMol25 entry of this formula, charge and spin)**: 51.15 kcal per mole
**Electronic energy**: -1709.6588 Ha